Entry 1:
9
Properties=species:S:1:pos:R:3 method="wB97M-V/def2-TZVPD" de_lowest_ev=1.467 gap_ev=9.66 total_charge=+1 total_energy_ev=-8070.1207
C 1.994 -1.576 -0.032
C -2.065 -1.258 -0.043
N -1.019 -0.808 -0.028
N 1.711 -0.383 -0.035
N 1.655 0.887 -0.062
N 0.581 1.438 0.056
H -3.026 -1.676 -0.256
H 0.390 2.520 0.057
H -0.220 0.856 0.344

Entry 2:
10
Properties=species:S:1:pos:R:3 method="wB97M-V/def2-TZVPD" de_lowest_ev=5.347 gap_ev=9.53 total_charge=+1 total_energy_ev=-10117.4003
N 1.996 -0.581 -0.054
C 1.006 0.236 -0.039
O 0.659 1.354 -0.042
N -0.176 -0.936 -0.065
N -1.292 -0.424 -0.038
C -2.053 0.746 0.052
N -2.783 -0.331 -0.048
H 1.637 -1.464 0.160
H 3.024 -0.348 0.171
H -2.017 1.748 -0.097

Entry 3:
11
Properties=species:S:1:pos:R:3 method="wB97M-V/def2-TZVPD" de_lowest_ev=0.000 gap_ev=8.94 total_charge=+1 total_energy_ev=-20953.5946
C -0.694 1.183 -0.062
C 3.253 -1.178 -0.537
N 0.472 1.260 -0.006
N 1.664 1.142 0.373
N 3.688 -2.042 0.086
N -1.966 1.261 -0.236
O 4.066 1.144 0.564
S 3.033 1.076 -0.408
H 4.114 -2.784 0.605
H -2.383 1.129 -1.147
H -2.575 1.432 0.554

Entry 4:
11
Properties=species:S:1:pos:R:3 method="wB97M-V/def2-TZVPD" de_lowest_ev=4.828 smiles="C=Nn1nn[nH]c1=O" gap_ev=9.65 total_energy_ev=-11616.0023
C 2.292 -0.118 0.095
N 1.208 -0.841 -0.180
N -0.018 -0.446 -0.042
N -0.858 -1.452 -0.004
N -2.035 -1.106 -0.063
N -2.043 0.319 0.088
C -0.817 0.793 -0.082
O -0.221 1.893 -0.145
H 2.086 0.969 0.708
H 3.328 -0.761 -0.330
H -2.923 0.749 -0.045

Entry 5:
11
Properties=species:S:1:pos:R:3 method="wB97M-V/def2-TZVPD" de_lowest_ev=2.006 smiles="NC(=O)c1nnn[nH]1" gap_ev=11.22 total_energy_ev=-11618.8237
N -1.550 0.638 0.457
C -1.065 -0.530 -0.086
O -1.731 -1.410 -0.578
C 0.385 -0.587 -0.017
N 1.292 -1.448 0.471
N 2.479 -0.782 0.180
N 2.381 0.332 -0.347
N 0.957 0.467 -0.537
H -2.572 0.798 0.269
H -1.100 1.305 1.208
H 0.525 1.216 -1.019

Entry 6:
11
Properties=species:S:1:pos:R:3 method="wB97M-V/def2-TZVPD" de_lowest_ev=1.789 smiles="Nc1nnnc(=O)[nH]1" gap_ev=9.35 total_energy_ev=-11619.0405
N -1.783 0.628 0.042
C -0.614 0.037 0.298
N -0.448 -0.689 1.335
N 0.846 -1.075 1.564
N 1.843 -0.803 0.827
C 1.689 -0.310 -0.456
O 2.543 -0.305 -1.337
N 0.368 0.214 -0.615
H -1.938 1.088 -0.843
H -2.639 0.294 0.533
H 0.133 0.921 -1.350

Entry 7:
12
Properties=species:S:1:pos:R:3 method="wB97M-V/def2-TZVPD" de_lowest_ev=3.283 gap_ev=9.26 total_energy_ev=-13663.2074
H 3.856 -0.425 -0.292
N 2.790 -0.704 -0.252
C 1.933 0.202 -0.069
N 1.575 1.579 0.070
N 0.324 1.798 0.040
N -0.254 0.651 0.004
C -1.752 0.292 -0.193
N -2.026 -0.976 -0.028
O -2.631 1.046 -0.253
O 0.527 -0.473 0.011
H -2.941 -1.261 0.313
H -1.400 -1.729 0.649

Entry 8:
7
Properties=species:S:1:pos:R:3 method="wB97M-V/def2-TZVPD" de_lowest_ev=5.104 gap_ev="9.58 / 8.94" total_energy_ev=-5654.8009
O -0.170 -0.509 -1.229
C 0.137 0.770 0.665
C 0.045 -0.557 0.928
N -0.101 -1.647 0.465
H -0.285 -0.700 -2.186
H -0.738 1.403 0.770
H 1.112 1.240 0.588

Entry 9:
7
Properties=species:S:1:pos:R:3 method="wB97M-V/def2-TZVPD" de_lowest_ev=1.674 smiles="C#N.C=O" gap_ev=11.17 total_energy_ev=-5658.2308
C -1.763 -0.537 -0.417
N -1.905 0.578 -0.578
H -1.952 -1.591 -0.139
C 1.407 0.410 0.299
O 0.930 -0.551 0.832
H 0.833 0.926 -0.610
H 2.450 0.765 0.613

Entry 10:
7
Properties=species:S:1:pos:R:3 method="wB97M-V/def2-TZVPD" de_lowest_ev=3.517 gap_ev=8.57 total_energy_ev=-5656.3881
O -0.962 0.402 -0.560
C -0.527 -0.697 -0.118
C 1.594 0.389 0.122
N 1.141 1.389 0.548
H -0.439 1.128 -0.036
H -0.734 -1.577 -0.724
H -0.132 -0.798 0.885

Entry 11:
7
Properties=species:S:1:pos:R:3 method="wB97M-V/def2-TZVPD" de_lowest_ev=3.983 gap_ev="6.21 / 8.42" s2=2.006 spin_multiplicity=3 total_energy_ev=-5652.4102
C 0.334 -0.436 -0.560
C -0.355 -0.699 0.614
N -0.063 0.932 -0.406
O -0.553 0.642 0.867
H 0.668 -0.816 -1.531
H -0.510 -1.403 1.359
H 0.478 1.780 -0.344

Entry 12:
7
Properties=species:S:1:pos:R:3 method="wB97M-V/def2-TZVPD" de_lowest_ev=0.145 gap_ev="11.30 / 11.93" s2=2.007 spin_multiplicity=3 total_energy_ev=-5656.2482
C 3.453 0.376 -0.395
C 0.037 0.217 0.533
N -0.169 1.643 0.474
O 4.220 0.882 0.260
H 0.470 0.051 -0.406
H -0.871 -0.169 0.915
H 0.729 0.066 1.369